No. 1
Density functional theory data (ωB97M-V/def2-TZVPD) for a single C2H7N3 molecule.

Properties
Relative energy (zero: lowest compared OMol25 entry of this formula, charge and spin) ... 415.46 kJ/mol
F_max ... 0.0786 Eh/bohr
Lowest unoccupied orbital energy ... 1.06 eV
SMILES string ... NN1CCN1

Each line ends with the Mulliken charge.
CARTESIAN COORDINATES (ANGSTROEM)
N 1.942 -0.278 0.014  -0.423
N 0.803 -0.281 -0.680  -0.085
C -0.194 0.781 -0.477  -0.458
C -1.379 -0.163 -0.236  -0.145
N -0.536 -1.319 -0.220  -0.558
H 1.745 -0.208 1.065  0.230
H 2.638 -0.878 -0.490  0.255
H -0.354 1.368 -1.362  0.192
H -0.080 1.639 0.220  0.288
H -1.829 -0.019 0.715  0.218
H -2.000 -0.203 -1.094  0.237
H -0.295 -1.583 0.784  0.249

Forces on the atoms, in the same order (eV/Å):
N -0.44 0.03 1.03
N -2.93 -1.34 -0.51
C -1.09 1.63 0.05
C 1.81 1.12 0.13
N 3.67 -1.31 1.07
H 1.46 -0.66 -1.74
H -0.79 0.65 1.79
H 0.27 0.10 -1.06
H 0.65 -1.07 0.64
H -1.13 0.32 0.48
H -1.15 0.08 -0.40
H -0.33 0.45 -1.48

***

No. 2
Density functional theory data (ωB97M-V/def2-TZVPD) for a molecular structure, C18H32MoNO2P2.

Properties
Spin multiplicity ... 3
F_max ... 0.0884 Eh/bohr
Lowest unoccupied orbital energy (alpha / beta) ... -5.41 / -5.02 eV
Expectation value of S² ... 2.03
Charge ... +1

Each line ends with the Mulliken charge.
CARTESIAN COORDINATES (ANGSTROEM)
C 2.585 -2.879 -1.573  -1.227
C 1.713 -1.792 -1.355  1.425
N 1.732 -1.066 -0.165  0.477
C 2.658 -1.363 0.746  0.552
C 3.638 -2.292 0.489  -0.978
C 3.610 -3.091 -0.668  -0.474
C 0.771 -1.448 -2.375  -2.210
P -0.087 0.173 -2.211  1.707
Mo 0.090 0.405 0.120  -1.551
P 1.001 0.124 2.334  1.359
C 2.658 -0.555 1.976  -1.390
C -1.672 1.704 0.495  1.307
C -1.830 2.911 -0.181  -0.266
C -2.947 3.705 0.059  -0.657
C -3.902 3.286 0.984  -0.378
C -3.737 2.091 1.668  -0.749
C -2.625 1.298 1.420  -0.164
O -1.586 -3.557 -2.187  -0.800
O -3.011 -1.989 -0.144  -0.686
H 2.452 -3.502 -2.461  0.470
H 4.463 -2.373 1.179  0.506
H 4.386 -3.833 -0.873  0.423
C 0.872 1.060 -3.466  -1.495
C -1.792 0.091 -2.914  -1.207
H 2.999 -1.113 2.831  0.666
H 3.344 0.275 1.883  0.398
H -0.801 -2.958 -2.266  0.403
H 0.805 -1.986 -3.360  0.434
C 1.258 1.544 3.437  -1.301
C 0.294 -1.132 3.438  -1.505
H -1.051 3.220 -0.900  0.254
H -3.063 4.633 -0.471  0.435
H -4.780 3.916 1.165  0.377
H -4.476 1.789 2.385  0.435
H -2.465 0.359 1.981  0.267
H -1.432 -0.900 0.268  -0.233
H -3.650 -1.311 -0.474  0.343
H -2.580 -2.413 -0.967  0.371
H -1.343 -4.312 -1.573  0.331
H -0.864 -0.923 0.733  0.718
H 0.708 0.559 -4.424  0.474
H 0.540 2.102 -3.485  0.406
H 1.929 0.988 -3.194  0.379
H -1.734 -0.296 -3.949  0.415
H -2.476 -0.534 -2.304  0.192
H -2.169 1.132 -2.921  0.409
H 0.939 -1.253 4.322  0.463
H -0.713 -0.817 3.747  0.385
H 0.215 -2.083 2.894  0.404
H 1.749 1.214 4.364  0.442
H 1.872 2.307 2.942  0.432
H 0.281 1.985 3.684  0.380
C 1.591 1.997 -0.129  -1.374
H 1.581 2.733 0.698  0.398
H 1.425 2.574 -1.058  0.463
H 2.623 1.594 -0.193  0.344

Forces on the atoms, in the same order (eV/Å):
C 1.37 -0.70 0.71
C -2.02 0.54 -1.59
N -1.99 -0.35 -1.31
C 1.43 -0.96 -0.26
C 0.25 0.24 0.58
C -0.91 0.18 -1.08
C -0.11 0.12 0.78
P 0.54 -2.31 -2.65
Mo 1.62 4.25 0.16
P 0.70 0.00 1.46
C -0.13 0.52 0.72
C 1.70 -1.78 -0.56
C 0.10 0.39 -0.55
C 0.33 -0.35 0.11
C -0.16 0.45 -0.20
C 0.06 -0.03 0.01
C -0.26 -0.28 0.69
O 0.59 -0.50 1.12
O 0.28 0.35 -1.79
H 0.15 0.37 0.30
H -0.02 -0.15 0.20
H -0.32 0.18 0.24
C -0.34 0.67 0.27
C 0.11 0.13 -0.05
H 0.18 -0.36 0.34
H 0.22 0.45 -0.17
H -0.38 -0.71 0.26
H 0.04 0.66 1.03
C 0.02 0.18 0.09
C -0.32 -0.08 -0.01
H -0.59 -0.01 0.36
H -0.09 0.26 -0.08
H 0.35 -0.34 -0.03
H -0.23 -0.14 0.25
H -0.38 0.53 -0.33
H -1.51 -0.47 -1.03
H 0.64 -0.97 0.32
H -0.99 0.46 1.31
H -0.21 1.42 -1.17
H 0.29 -1.63 1.94
H 0.00 0.20 0.10
H 0.25 0.02 -0.37
H -0.19 0.12 -0.04
H -0.14 0.18 0.51
H 0.57 0.39 -0.39
H 0.04 -0.52 -0.08
H -0.26 0.00 -0.29
H 0.30 -0.17 -0.02
H 0.01 0.15 0.21
H -0.11 0.13 -0.27
H -0.17 -0.21 0.15
H 0.29 -0.13 -0.07
C -0.03 0.09 0.05
H -0.06 -0.31 -0.29
H 0.00 -0.26 0.36
H -0.49 0.10 0.06

***

No. 3
Density functional theory data (ωB97M-V/def2-TZVPD) for a molecular structure, C2H2CuLiO2.

Properties
Spin multiplicity ... 3
Relative energy (zero: lowest compared OMol25 entry of this formula, charge and spin) ... 2.28 kJ/mol
F_max ... 0.1071 Eh/bohr
Lowest unoccupied orbital energy (alpha / beta) ... -12.29 / -11.75 eV
Expectation value of S² ... 2.04
Charge ... +2

Each line ends with the Mulliken charge.
CARTESIAN COORDINATES (ANGSTROEM)
H 1.853 -1.140 -1.625  0.162
O -1.144 0.915 0.015  -0.622
C -0.867 -0.257 0.395  0.629
C 0.437 -0.788 0.504  0.163
O 1.411 -0.037 0.144  -0.390
Li -3.056 1.246 -0.172  0.942
Cu 0.760 1.874 -0.108  0.690
H 0.607 -1.813 0.846  0.426

Forces on the atoms, in the same order (eV/Å):
H 0.26 0.21 -0.06
O 0.45 -3.80 1.20
C -3.03 4.43 -1.25
C 4.65 0.19 -0.12
O -2.56 -2.20 0.60
Li -0.53 0.18 -0.07
Cu 0.74 0.81 -0.24
H 0.01 0.17 -0.07